Density functional theory data (ωB97M-V/def2-TZVPD) for the ion C3H2F3O3P with charge -2 in a non-equilibrium geometry.

Values from the calculation:
total charge = -2
total energy = -26727.67691 eV
multiplicity = 1
LUMO level = 6.8 eV
relative energy (zero: lowest compared OMol25 entry of this formula, charge and spin) = 0.0 kJ/mol
SMILES = C=C(F)C(F)(F)P(=O)([O-])[O-]

Each line ends with the Löwdin charge.
CARTESIAN COORDINATES (ANGSTROEM)
C -1.692 -0.167 0.334  0.0493
C -0.712 -0.853 -0.222  -0.3614
F -0.953 -1.831 -1.111  0.0384
C 0.656 -0.630 0.205  -0.5173
F 1.352 -1.773 -0.245  -0.0153
F 0.640 -0.824 1.538  0.0322
P 1.110 1.111 -0.291  0.0681
O 0.330 1.888 0.768  -0.4492
O 0.612 1.233 -1.722  -0.4459
O 2.613 1.319 -0.139  -0.4815
H -2.698 -0.120 -0.029  0.0430
H -1.259 0.646 0.914  0.0397